No. 1
The following is a DFT calculation (wB97M-V/def2-TZVPD) of a 6-piece molecular cluster, C26H60N6O11P2 overall.

Computed properties:
SMILES string	CCN(CC[PH2](CCCCOC=O)P(=O)(O)O)C(C)=O.CN(C)C=O.CN(C)C=O.CN(C)C=O.CN(C)C=O.CN(C)C=O
M	694.75	g mol⁻¹
E_LUMO	0.0036	Ha
orbital gap	7.927	eV

Element x y z (Å)
C1 1.8908 -3.6392 2.5569
C2 1.4306 -3.9646 1.1380
N1 1.4158 -2.7693 0.2742
C3 2.6833 -2.5488 -0.4303
C4 2.7601 -1.1571 -1.0578
P1 2.9865 -1.2309 -2.9410
C5 3.2905 0.5577 -3.1855
C6 2.2327 1.2101 -4.1020
C7 1.7754 2.5731 -3.5930
C8 0.8611 2.5363 -2.3566
O1 0.5990 1.1798 -1.9049
C9 -0.5467 0.5953 -2.2937
O2 -1.6342 1.0371 -2.0597
P2 3.4068 -1.6034 -5.2324
O3 4.0745 -0.5061 -5.9830
O4 4.2912 -2.9585 -5.2608
O5 2.0656 -2.1667 -5.9630
C10 0.2862 -2.6842 -0.5521
C11 -0.9620 -2.2366 0.1666
O6 0.3152 -2.8695 -1.7480
H1 2.9758 -3.6045 2.6361
H2 1.4826 -4.3610 3.2640
H3 1.5132 -2.6479 2.8066
H4 0.4094 -4.3509 1.1748
H5 2.0543 -4.7374 0.6742
H6 3.4625 -2.6706 0.3230
H7 2.8489 -3.3264 -1.1964
H8 1.8684 -0.5857 -0.7916
H9 3.6158 -0.6066 -0.6532
H10 1.6554 -1.6420 -3.1492
H11 4.0135 -2.1960 -2.7494
H12 3.2740 1.0158 -2.1963
H13 4.2889 0.6993 -3.6015
H14 1.3627 0.5512 -4.2140
H15 2.6481 1.3174 -5.1018
H16 2.6589 3.1732 -3.3627
H17 1.2549 3.0952 -4.3978
H18 -0.0918 3.0238 -2.5577
H19 1.3170 3.0372 -1.5039
H20 -0.3877 -0.3534 -2.8292
H21 5.0188 -2.8193 -5.8823
H22 1.4178 -1.4634 -6.0833
H23 -0.9201 -1.1466 0.2451
H24 -0.9713 -2.6160 1.1891
H25 -1.8572 -2.5515 -0.3658
C12 -4.1249 -0.8014 -1.5518
N2 -5.5502 -0.7103 -1.8124
C13 -6.0302 -0.6821 -3.1826
C14 -6.4430 -0.6155 -0.8135
O7 -7.6449 -0.4801 -0.9535
H26 -3.6021 0.0502 -1.9815
H27 -3.7140 -1.7225 -1.9720
H28 -3.9577 -0.8045 -0.4755
H29 -6.5724 0.2428 -3.3817
H30 -6.7096 -1.5139 -3.3699
H31 -5.1776 -0.7526 -3.8540
H32 -5.9657 -0.6314 0.1832
C15 -1.7829 5.1834 0.0668
N3 -1.8118 4.9967 -1.3689
C16 -2.8826 4.2064 -1.9575
C17 -0.8767 5.5222 -2.1806
O8 -0.8404 5.3597 -3.3874
H33 -1.7024 4.2227 0.5797
H34 -2.6867 5.6854 0.4169
H35 -0.9217 5.7945 0.3334
H36 -2.4676 3.3622 -2.5050
H37 -3.4790 4.8067 -2.6450
H38 -3.5182 3.8368 -1.1560
H39 -0.1184 6.1143 -1.6395
C18 -7.7879 2.0886 0.8577
N4 -7.3955 3.3089 1.5374
C19 -8.4107 4.1973 2.0735
C20 -6.1019 3.6501 1.6821
O9 -5.7029 4.6607 2.2312
H40 -8.3979 2.3044 -0.0201
H41 -8.3520 1.4286 1.5179
H42 -6.8928 1.5681 0.5309
H43 -8.3396 5.1848 1.6167
H44 -8.2875 4.3193 3.1500
H45 -9.3908 3.7734 1.8674
H46 -5.4135 2.9073 1.2408
C21 2.6546 2.4354 4.3660
N5 2.4053 1.0819 3.9222
C22 1.3376 0.3102 4.5352
C23 3.1321 0.4939 2.9503
O10 2.9454 -0.6419 2.5587
H47 2.9136 2.4590 5.4265
H48 1.7767 3.0670 4.2115
H49 3.4851 2.8529 3.7990
H50 1.7321 -0.5961 4.9957
H51 0.6028 0.0107 3.7867
H52 0.8522 0.9203 5.2936
H53 3.9186 1.1484 2.5375
C24 7.0743 -4.8755 3.5853
N6 5.9677 -4.8205 4.5140
C25 6.1730 -4.2726 5.8427
C26 4.7341 -5.2610 4.1900
O11 3.7776 -5.2333 4.9381
H54 7.8867 -5.4905 3.9785
H55 7.4645 -3.8763 3.3803
H56 6.7348 -5.3117 2.6472
H57 5.9419 -5.0157 6.6063
H58 5.5236 -3.4123 6.0081
H59 7.2119 -3.9655 5.9402
H60 4.6725 -5.6560 3.1610

***

No. 2
The following is a DFT calculation (wB97M-V/def2-TZVPD) of a 2-piece molecular cluster, C3H10NO overall at a distorted geometry.

Computed properties:
total charge	+1
energy above the lowest of the compared OMol25 structures with the same formula, charge and spin	122.1	kJ/mol
M	76.12	g mol⁻¹
E_LUMO	-0.1793	Ha
orbital gap	10.177	eV

Element x y z (Å)
C1 -1.9803 -0.9149 -0.5541
O1 -0.6858 -0.9757 -1.2102
H1 -2.4133 -1.8937 -0.3607
H2 -1.7942 -0.4060 0.3866
H3 -2.6606 -0.3612 -1.1964
H4 -0.6859 -1.7741 -1.7537
C2 0.9323 -0.0873 1.2951
C3 1.5560 1.7895 -0.1732
N1 0.9716 0.6885 0.0658
H5 1.9207 -0.1962 1.7403
H6 0.6143 -1.0867 1.0189
H7 0.2154 0.3542 1.9849
H8 2.3963 2.0750 0.4555
H9 1.3087 2.4177 -1.0200
H10 0.3048 0.3708 -0.6787

***

No. 3
The following is a DFT calculation (wB97M-V/def2-TZVPD) of one molecule with the formula C2H4N2O2.

Computed properties:
energy above the lowest of the compared OMol25 structures with the same formula, charge and spin	491.7	kJ/mol
SMILES string	CN1C(=O)N1O
M	88.07	g mol⁻¹
E_LUMO	0.0305	Ha
orbital gap	11.309	eV

Element x y z (Å)
C1 -0.7808 -1.3140 0.0172
N1 -0.1754 -0.0448 0.2926
C2 -0.2972 1.1916 -0.1920
O1 -0.8821 2.2157 -0.1803
N2 0.8827 0.5459 -0.5991
O2 2.0730 0.7999 0.0601
H1 -0.8529 -1.4973 -1.0572
H2 -1.7750 -1.3160 0.4616
H3 -0.1690 -2.0878 0.4783
H4 1.9767 1.5070 0.7188

***

No. 4
The following is a DFT calculation (wB97M-V/def2-TZVPD) of one molecule with the formula C7H10 at a distorted geometry.

Computed properties:
energy above the lowest of the compared OMol25 structures with the same formula, charge and spin	230.5	kJ/mol
SMILES string	C=CC(C=C)=CC
M	94.16	g mol⁻¹
E_LUMO	0.0254	Ha
orbital gap	9.207	eV

Element x y z (Å)
C1 -0.0086 2.3720 -0.8388
C2 0.7990 1.3632 -0.4709
C3 0.3125 -0.0151 -0.3089
C4 0.8831 -0.7180 0.9138
C5 1.2639 -0.0400 1.9827
C6 -0.8673 -0.4492 -0.7828
C7 -1.3765 -1.8559 -0.6051
H1 -1.0638 2.2044 -0.6701
H2 0.4377 3.3126 -1.1214
H3 1.8522 1.6014 -0.3627
H4 0.9519 -1.7898 0.7656
H5 1.7813 -0.4995 2.8093
H6 0.9672 0.9997 2.0584
H7 -1.2295 0.0956 -1.6496
H8 -2.1440 -2.0918 -1.3460
H9 -0.5599 -2.5383 -0.6664
H10 -1.9992 -1.9513 0.2929

***

No. 5
The following is a DFT calculation (wB97M-V/def2-TZVPD) of an isolated ion of composition C6H6N3S2 and charge -1 at a distorted geometry.

Computed properties:
total charge	-1
energy above the lowest of the compared OMol25 structures with the same formula, charge and spin	0.0	kJ/mol
M	184.27	g mol⁻¹
E_LUMO	0.1213	Ha
orbital gap	7.118	eV

Element x y z (Å)
C1 -2.0052 0.3020 -0.0022
C2 -0.7512 0.7482 0.1221
C3 -3.0183 -0.3018 -0.6046
C4 0.3442 -0.2677 0.0069
C5 -5.9164 0.6469 0.5975
C6 2.7855 -0.1572 -0.1323
N1 -5.0668 -0.0948 0.3335
N2 -4.0572 -0.9569 0.0604
N3 1.4727 0.3660 0.2240
S1 -0.2814 2.3606 0.4577
S2 0.2172 -1.7515 -0.5538
H1 2.7104 -1.3801 -0.1677
H2 2.9408 0.0780 -1.2413
H3 3.4776 0.2652 0.5706
H4 -3.0385 0.0828 -1.6772
H5 -3.7446 -1.2471 0.9989
H6 1.3072 1.4307 0.5748

***

No. 6
The following is a DFT calculation (wB97M-V/def2-TZVPD) of one molecule with the formula C7H10O2 at a distorted geometry.

Computed properties:
energy above the lowest of the compared OMol25 structures with the same formula, charge and spin	336.1	kJ/mol
SMILES string	C=C(O)C(=O)/C(C)=C\C
M	126.15	g mol⁻¹
E_LUMO (spin up / spin down)	-0.0300 / -0.0302	Ha
orbital gap (spin up / spin down)	7.505 / 7.500	eV

Element x y z (Å)
C1 -2.1111 -0.9243 -0.9373
C2 -1.1144 -1.0071 -0.0312
O1 -1.4039 -1.6147 1.1758
C3 0.4426 -1.1083 -0.4259
O2 0.9039 -2.0916 -0.9763
C4 1.0341 0.0283 0.2021
C5 2.3306 -0.0042 0.9361
C6 0.0351 1.0084 0.3572
C7 -0.5449 1.8058 -0.7758
H1 -1.9396 -0.5000 -1.9169
H2 -3.0987 -1.3059 -0.7060
H3 -0.5775 -1.9455 1.5581
H4 2.1553 -0.0195 2.0185
H5 2.9401 0.8830 0.7268
H6 2.9199 -0.8872 0.6756
H7 0.0543 1.5859 1.2870
H8 0.0194 2.7429 -0.8539
H9 -0.4564 1.2935 -1.7352
H10 -1.5887 2.0603 -0.5788